Record 1
This record from OMol25 describes a structure of composition C49H54FN4O6PSSbY. The level of theory is the ωB97M-V functional and the def2-TZVPD basis.

Element x y z (Å)
Y (-0.347, -0.984, 1.105)
O (-2.902, 2.446, 2.331)
C (-2.337, 1.451, 1.836)
N (-1.316, 0.764, 2.302)
C (-0.884, 1.137, 3.624)
C (0.359, 0.386, 4.042)
C (1.025, 0.691, 5.222)
C (2.104, -0.088, 5.597)
C (2.498, -1.152, 4.799)
C (1.809, -1.391, 3.620)
N (0.770, -0.625, 3.267)
C (-2.919, 0.894, 0.535)
C (-4.247, 1.176, 0.238)
C (-4.779, 0.673, -0.933)
C (-3.970, -0.085, -1.772)
C (-2.674, -0.352, -1.379)
N (-2.148, 0.128, -0.245)
H (-1.674, 0.890, 4.349)
H (-0.731, 2.220, 3.711)
H (0.686, 1.522, 5.829)
H (2.639, 0.130, 6.515)
H (3.337, -1.777, 5.075)
H (1.728, -3.471, 3.207)
H (-4.803, 1.787, 0.935)
H (-5.816, 0.855, -1.188)
H (-4.345, -0.501, -2.698)
H (-2.018, -0.989, -1.964)
O (1.453, -2.417, 1.474)
C (2.091, -2.574, 2.671)
C (3.587, -2.756, 2.417)
C (4.391, -3.504, 3.265)
C (5.747, -3.670, 3.000)
C (6.291, -3.096, 1.862)
C (5.483, -2.361, 0.997)
C (4.129, -2.175, 1.255)
P (2.988, -1.066, 0.301)
C (4.333, -0.156, -0.701)
C (4.667, -0.277, -2.049)
C (5.625, 0.546, -2.641)
C (6.281, 1.516, -1.898)
C (5.959, 1.665, -0.551)
C (4.994, 0.850, 0.022)
C (2.348, -2.040, -1.110)
C (2.505, -3.414, -1.251)
C (1.972, -4.075, -2.348)
C (1.282, -3.368, -3.326)
C (1.120, -1.996, -3.191)
C (1.644, -1.339, -2.087)
H (3.946, -3.981, 4.133)
H (6.367, -4.257, 3.669)
H (7.344, -3.224, 1.637)
H (5.920, -1.929, 0.104)
H (4.178, -1.028, -2.659)
H (5.853, 0.427, -3.695)
H (7.025, 2.154, -2.360)
H (6.446, 2.429, 0.044)
H (4.724, 0.999, 1.065)
H (3.012, -3.974, -0.475)
H (2.068, -5.152, -2.424)
H (0.844, -3.891, -4.168)
H (0.560, -1.435, -3.931)
H (1.492, -0.270, -1.964)
C (-7.700, -3.253, -1.021)
C (-6.538, -3.026, -0.087)
C (-6.745, -2.802, 1.274)
C (-5.679, -2.620, 2.137)
C (-4.373, -2.639, 1.647)
C (-4.152, -2.838, 0.295)
C (-5.234, -3.039, -0.557)
S (-3.073, -2.483, 2.856)
O (-3.325, -3.613, 3.734)
O (-3.266, -1.175, 3.438)
N (-1.675, -2.560, 2.144)
C (-1.352, -3.892, 1.546)
C (-1.024, -3.811, 0.047)
O (-0.980, -4.853, -0.599)
O (-0.859, -2.617, -0.422)
H (-8.642, -3.296, -0.473)
H (-7.588, -4.191, -1.571)
H (-7.780, -2.452, -1.761)
H (-7.758, -2.776, 1.662)
H (-5.844, -2.462, 3.195)
H (-3.146, -2.818, -0.105)
H (-5.044, -3.207, -1.614)
H (-2.172, -4.597, 1.687)
H (-0.483, -4.331, 2.039)
F (0.674, 0.671, 0.288)
C (0.851, 3.637, 0.998)
C (-0.151, 4.075, -0.076)
C (-0.017, 5.568, -0.356)
Sb (-0.030, 2.741, -1.776)
C (-2.005, 3.148, -2.601)
C (-2.058, 2.557, -4.008)
C (-2.571, 4.564, -2.554)
C (1.221, 3.837, -3.189)
C (0.769, 5.160, -3.799)
C (2.610, 3.965, -2.554)
H (0.700, 4.221, 1.915)
H (1.883, 3.805, 0.664)
H (0.758, 2.577, 1.228)
H (-1.160, 3.869, 0.303)
H (1.001, 5.819, -0.669)
H (-0.219, 6.137, 0.561)
H (-0.698, 5.929, -1.127)
H (-2.629, 2.526, -1.948)
H (-1.394, 3.091, -4.697)
H (-3.072, 2.613, -4.426)
H (-1.757, 1.506, -4.018)
H (-1.965, 5.277, -3.116)
H (-2.651, 4.933, -1.530)
H (-3.582, 4.588, -2.985)
H (1.297, 3.098, -3.995)
H (0.648, 5.939, -3.042)
H (-0.179, 5.068, -4.331)
H (1.512, 5.525, -4.524)
H (2.614, 4.709, -1.753)
H (3.358, 4.280, -3.294)
H (2.964, 3.024, -2.122)

total charge	-2
2S+1	1
electronic energy	-100365.8809	eV
ΔE to the lowest compared entry with this formula, charge and spin	0.000	eV
E_HOMO	-2.472	eV
Kohn-Sham gap	6.58	eV

---

Record 2
This record from OMol25 describes a structure of composition C22H43N2P3STi. The level of theory is the ωB97M-V functional and the def2-TZVPD basis.

Element x y z (Å)
Ti (-0.107, 0.306, 0.817)
P (-0.914, 2.305, 2.184)
P (-2.503, -0.258, 0.185)
P (2.190, 1.404, 0.523)
H (-0.186, -2.301, -8.512)
C (0.837, -2.523, -8.191)
C (1.171, -3.730, -7.706)
H (0.431, -4.531, -7.608)
C (-1.346, 3.802, 1.219)
C (-2.378, 2.123, 3.266)
C (0.283, 2.949, 3.408)
C (-2.634, -1.730, -0.890)
C (-3.761, -0.644, 1.456)
C (-3.335, 1.030, -0.825)
C (3.320, 0.573, -0.651)
C (3.271, 1.519, 1.999)
C (2.171, 3.120, -0.117)
H (1.584, -1.737, -8.334)
H (2.205, -3.975, -7.442)
H (-1.627, 4.618, 1.900)
H (-2.190, 3.574, 0.555)
H (-0.492, 4.113, 0.605)
H (-2.452, 3.006, 3.918)
H (-2.272, 1.231, 3.898)
H (-3.298, 2.037, 2.675)
H (-0.218, 3.685, 4.054)
H (1.141, 3.428, 2.920)
H (0.646, 2.124, 4.037)
H (-3.679, -2.068, -0.936)
H (-2.008, -2.534, -0.483)
H (-2.270, -1.505, -1.900)
H (-4.734, -0.210, 1.184)
H (-3.461, -0.253, 2.435)
H (-3.867, -1.733, 1.541)
H (-4.193, 0.607, -1.367)
H (-2.611, 1.424, -1.549)
H (-3.673, 1.858, -0.187)
H (4.293, 1.085, -0.668)
H (2.887, 0.575, -1.658)
H (3.462, -0.473, -0.352)
H (4.120, 2.190, 1.804)
H (3.659, 0.523, 2.247)
H (2.714, 1.889, 2.868)
H (3.162, 3.406, -0.498)
H (1.862, 3.823, 0.668)
H (1.444, 3.181, -0.938)
C (0.426, -1.015, -2.474)
C (0.308, 0.298, -2.966)
C (0.083, 0.513, -4.320)
C (0.000, -0.565, -5.206)
C (0.139, -1.872, -4.725)
C (0.364, -2.105, -3.375)
S (0.667, -1.363, -0.808)
H (-0.380, 1.360, -0.381)
H (0.377, 1.143, -2.280)
H (-0.018, 1.535, -4.687)
H (-0.163, -0.395, -6.274)
H (0.092, -2.712, -5.417)
H (0.501, -3.107, -2.972)
N (1.339, -3.421, 5.784)
C (1.010, -2.635, 4.732)
C (1.950, -2.374, 3.710)
C (1.569, -1.583, 2.639)
N (0.348, -1.005, 2.550)
C (-0.564, -1.255, 3.528)
C (-0.273, -2.058, 4.623)
H (2.254, -3.846, 5.867)
H (0.681, -3.629, 6.522)
H (2.955, -2.787, 3.760)
H (2.258, -1.398, 1.807)
H (-1.545, -0.790, 3.414)
H (-1.021, -2.231, 5.396)

total charge	+3
2S+1	2
electronic energy	-88283.7381	eV
ΔE to the lowest compared entry with this formula, charge and spin	0.000	eV
E_HOMO (alpha / beta)	-15.616 / -15.597	eV
Kohn-Sham gap (alpha / beta)	5.28 / 3.79	eV

---

Record 3
This record from OMol25 describes a cluster of 2 separate species, C5H12NO2 in total. The level of theory is the ωB97M-V functional and the def2-TZVPD basis.

Element x y z (Å)
C (-1.450, 1.432, -0.487)
C (-1.230, -1.171, -0.954)
C (-0.879, -0.255, 1.436)
C (2.788, 0.923, 0.206)
C (-0.744, 0.079, -0.131)
N (0.643, 0.186, -0.491)
O (1.748, -1.671, 0.131)
O (1.512, 1.064, -0.134)
H (-2.475, 1.304, -0.509)
H (-1.250, 2.214, 0.328)
H (-1.015, 1.829, -1.450)
H (-1.002, -2.023, -0.318)
H (-0.722, -1.419, -1.810)
H (-2.285, -1.038, -1.123)
H (-0.913, 0.685, 1.992)
H (-1.727, -0.972, 1.461)
H (-0.109, -0.966, 1.757)
H (2.377, -1.823, -0.575)
H (3.569, 1.646, 0.240)
H (3.162, -0.024, 0.433)

total charge	+1
2S+1	1
electronic energy	-10948.4706	eV
ΔE to the lowest compared entry with this formula, charge and spin	10.149	eV
E_HOMO (alpha / beta)	-14.580 / -14.591	eV
Kohn-Sham gap (alpha / beta)	7.30 / 7.31	eV

---

Record 4
This record from OMol25 describes a cluster of 2 separate species, C4H10NP in total. The level of theory is the ωB97M-V functional and the def2-TZVPD basis.

Element x y z (Å)
C (-1.173, 0.641, 0.039)
C (-0.540, -0.500, -0.308)
C (-2.576, 1.016, -0.243)
C (1.233, -0.153, 1.267)
N (0.604, -0.888, 0.245)
P (2.709, -1.091, -1.874)
H (-0.652, 1.399, 0.866)
H (-0.875, -1.089, -1.118)
H (-3.194, 1.349, 0.549)
H (-2.378, 1.919, -0.785)
H (-3.168, 0.324, -0.874)
H (1.653, 0.728, 0.637)
H (0.397, 0.332, 1.954)
H (1.863, -0.762, 1.819)
H (3.807, -0.899, -0.989)
H (2.291, -2.325, -1.185)

2S+1	1
electronic energy	-15084.1286	eV
ΔE to the lowest compared entry with this formula, charge and spin	4.169	eV
E_HOMO (alpha / beta)	-8.244 / -8.032	eV
Kohn-Sham gap (alpha / beta)	7.62 / 7.38	eV

---

Record 5
This record from OMol25 describes a structure of composition C48H127F3N11O13Pd. The level of theory is the ωB97M-V functional and the def2-TZVPD basis.

Element x y z (Å)
Pd (-1.327, 3.661, -1.850)
C (-0.528, 0.286, -1.010)
O (0.322, 0.948, -0.050)
O (-1.022, 1.368, -1.693)
C (0.141, -0.837, -1.839)
F (-0.646, -1.251, -2.832)
F (1.315, -0.539, -2.370)
F (0.321, -1.851, -1.070)
C (0.070, 0.547, 1.314)
C (1.021, 1.336, 2.277)
H (2.006, 0.886, 2.157)
H (1.309, 2.272, 1.798)
H (0.649, 1.378, 3.301)
H (0.063, -0.527, 1.498)
H (-0.968, 0.702, 1.611)
H (-1.389, -0.120, -0.478)
C (3.005, -5.238, -1.472)
C (2.430, -5.356, -2.872)
C (1.347, -6.402, -3.205)
O (0.373, -6.343, -2.236)
C (-0.824, -7.104, -2.562)
N (1.785, -4.111, -3.090)
H (2.092, -5.299, -0.879)
H (3.633, -4.359, -1.323)
H (3.485, -6.168, -1.167)
H (3.205, -5.443, -3.634)
H (1.738, -7.419, -3.162)
H (0.884, -6.202, -4.171)
H (-1.325, -6.726, -3.453)
H (-1.607, -7.045, -1.806)
H (-0.510, -8.145, -2.643)
H (1.940, -3.450, -2.343)
H (0.782, -4.231, -3.065)
C (2.087, -1.057, 6.945)
C (1.015, -0.383, 6.075)
C (0.731, -1.228, 4.749)
O (0.302, -2.583, 5.059)
C (-1.050, -2.930, 4.604)
N (-0.187, -0.225, 6.872)
H (1.758, -1.600, 7.831)
H (2.936, -0.478, 7.307)
H (2.686, -1.720, 6.320)
H (1.328, 0.597, 5.716)
H (1.555, -1.194, 4.036)
H (0.152, -0.599, 4.073)
H (-1.232, -4.004, 4.659)
H (-1.302, -2.602, 3.596)
H (-1.795, -2.541, 5.298)
H (-0.654, -1.098, 7.076)
H (-0.930, 0.292, 6.424)
C (5.373, 2.187, 7.992)
C (5.226, 2.074, 6.441)
C (3.744, 2.452, 5.909)
O (3.573, 2.307, 4.537)
C (3.767, 3.567, 3.828)
N (6.159, 2.977, 5.908)
H (4.633, 1.533, 8.454)
H (5.309, 3.226, 8.315)
H (6.374, 2.014, 8.386)
H (5.510, 1.067, 6.133)
H (3.478, 3.456, 6.239)
H (2.989, 1.985, 6.542)
H (2.815, 4.093, 3.897)
H (3.944, 3.298, 2.786)
H (4.602, 4.166, 4.190)
H (7.028, 2.462, 5.884)
H (5.908, 2.925, 4.931)
C (-1.478, -4.279, 0.133)
C (-2.757, -4.775, 0.824)
C (-3.509, -5.688, -0.199)
O (-4.963, -5.582, -0.291)
C (-5.662, -6.531, -1.100)
N (-2.332, -5.571, 1.899)
H (-0.860, -5.111, -0.203)
H (-0.997, -3.650, 0.881)
H (-1.531, -3.688, -0.782)
H (-3.414, -3.974, 1.164)
H (-3.261, -6.730, 0.006)
H (-3.183, -5.382, -1.193)
H (-5.119, -7.470, -0.988)
H (-5.764, -6.389, -2.175)
H (-6.693, -6.624, -0.760)
H (-1.571, -6.187, 1.652)
H (-3.058, -6.246, 2.093)
C (6.593, 1.521, 2.966)
C (6.759, 0.538, 1.758)
C (7.170, 1.194, 0.425)
O (6.179, 2.169, -0.100)
C (4.862, 1.737, -0.386)
N (7.612, -0.546, 2.115)
H (5.803, 2.244, 2.763)
H (7.477, 2.132, 3.153)
H (6.270, 0.949, 3.835)
H (5.805, 0.089, 1.480)
H (7.267, 0.439, -0.356)
H (8.055, 1.824, 0.517)
H (4.429, 2.534, -0.990)
H (4.309, 1.638, 0.549)
H (4.869, 0.853, -1.024)
H (7.084, -1.101, 2.773)
H (7.807, -1.132, 1.316)
C (3.690, -1.373, -7.402)
C (3.641, -1.240, -5.843)
C (4.004, 0.034, -5.198)
O (5.373, 0.297, -5.606)
C (5.936, 1.342, -4.831)
N (2.294, -1.541, -5.316)
H (4.641, -1.324, -7.932)
H (2.968, -0.656, -7.791)
H (3.286, -2.367, -7.595)
H (4.285, -2.021, -5.440)
H (3.865, -0.040, -4.120)
H (3.420, 0.912, -5.475)
H (5.279, 1.865, -4.136)
H (6.312, 2.056, -5.564)
H (6.767, 0.950, -4.244)
H (2.318, -1.599, -4.308)
H (1.938, -2.452, -5.569)
C (-2.151, 0.936, -7.155)
C (-1.011, 0.851, -6.160)
C (0.416, 1.362, -6.623)
O (0.219, 2.638, -7.211)
C (1.509, 2.868, -7.844)
N (-1.462, 1.512, -4.919)
H (-1.819, 0.559, -8.123)
H (-2.685, 1.885, -7.217)
H (-2.953, 0.269, -6.840)
H (-0.820, -0.215, -6.034)
H (0.789, 0.591, -7.297)
H (1.210, 1.457, -5.882)
H (1.561, 3.903, -8.181)
H (1.625, 2.241, -8.729)
H (2.334, 2.695, -7.153)
H (-2.461, 1.396, -4.826)
H (-1.078, 0.971, -4.157)
C (-2.052, 2.286, 5.409)
C (-3.456, 1.948, 5.066)
C (-4.457, 3.011, 4.506)
O (-4.647, 4.011, 5.506)
C (-5.863, 4.669, 5.344)
N (-3.417, 0.782, 4.150)
H (-1.561, 2.814, 4.592)
H (-1.349, 1.457, 5.489)
H (-2.038, 2.775, 6.383)
H (-3.962, 1.456, 5.897)
H (-5.399, 2.489, 4.340)
H (-4.248, 3.456, 3.533)
H (-5.918, 5.611, 5.890)
H (-6.695, 4.068, 5.712)
H (-6.023, 5.025, 4.326)
H (-3.516, 1.198, 3.235)
H (-4.200, 0.154, 4.257)
C (-4.871, 4.745, 0.448)
C (-4.239, 3.303, 0.724)
C (-5.222, 2.164, 0.845)
O (-4.392, 1.105, 1.187)
C (-5.073, -0.127, 1.129)
N (-3.263, 3.034, -0.356)
H (-4.095, 5.506, 0.530)
H (-5.555, 4.878, 1.286)
H (-5.361, 4.990, -0.494)
H (-3.479, 3.315, 1.506)
H (-5.769, 2.097, -0.096)
H (-5.964, 2.398, 1.608)
H (-6.149, -0.007, 1.257)
H (-4.737, -0.670, 2.012)
H (-5.001, -0.592, 0.146)
H (-3.784, 2.823, -1.195)
H (-2.857, 2.135, -0.138)
C (0.813, 5.188, 1.823)
C (-0.317, 4.904, 0.783)
C (-0.757, 6.109, -0.027)
O (-1.745, 5.566, -0.918)
C (-2.046, 6.623, -1.887)
N (0.112, 3.871, -0.122)
H (1.800, 5.389, 1.405)
H (0.955, 4.449, 2.612)
H (0.479, 6.061, 2.383)
H (-1.073, 4.484, 1.447)
H (0.040, 6.538, -0.634)
H (-1.219, 6.872, 0.599)
H (-2.313, 7.535, -1.352)
H (-2.931, 6.328, -2.451)
H (-1.250, 6.808, -2.609)
H (0.311, 2.969, 0.288)
H (1.014, 4.008, -0.555)
C (-5.643, -2.525, -2.619)
C (-4.159, -2.526, -2.893)
C (-3.726, -3.362, -4.109)
O (-4.070, -4.759, -3.846)
C (-3.582, -5.662, -4.810)
N (-3.732, -1.074, -3.063)
H (-6.132, -1.756, -3.218)
H (-5.785, -2.209, -1.586)
H (-6.089, -3.516, -2.705)
H (-3.627, -2.935, -2.035)
H (-2.650, -3.205, -4.032)
H (-4.122, -2.893, -5.010)
H (-3.585, -6.709, -4.504)
H (-2.546, -5.382, -5.003)
H (-4.109, -5.490, -5.749)
H (-2.723, -1.097, -3.099)
H (-4.020, -0.528, -2.264)

total charge	+1
2S+1	3
electronic energy	-106456.1146	eV
ΔE to the lowest compared entry with this formula, charge and spin	6.051	eV
E_HOMO (alpha / beta)	-10.299 / -10.298	eV
Kohn-Sham gap (alpha / beta)	7.08 / 4.56	eV

---

Record 6
This record from OMol25 describes a cluster of 2 separate species, C5H5NO in total. The level of theory is the ωB97M-V functional and the def2-TZVPD basis.

Element x y z (Å)
C (-2.481, 0.700, 0.291)
C (-1.336, 0.359, 0.447)
C (-0.008, -0.155, 0.624)
C (0.518, -1.053, -0.239)
C (0.715, 0.147, 1.829)
N (1.298, 0.302, 2.818)
H (-3.510, 0.963, 0.185)
H (-0.070, -1.433, -1.067)
H (1.491, -1.499, -0.078)
O (1.481, 0.404, -1.623)
H (0.793, 0.354, -2.299)
H (1.063, 0.883, -0.885)

2S+1	1
electronic energy	-8799.9288	eV
ΔE to the lowest compared entry with this formula, charge and spin	3.490	eV
E_HOMO	-9.389	eV
Kohn-Sham gap	9.43	eV

---

Record 7
This record from OMol25 describes a cluster of 2 separate species, C4H9NO2 in total. The level of theory is the ωB97M-V functional and the def2-TZVPD basis.

Element x y z (Å)
N (2.300, 0.742, 0.800)
C (1.963, -0.495, 0.357)
O (2.749, -1.375, 0.068)
C (0.447, -0.685, 0.237)
C (-0.026, 0.524, -0.532)
O (-0.103, 1.634, -0.039)
H (3.269, 1.009, 0.764)
H (1.589, 1.464, 0.833)
H (0.001, -0.714, 1.238)
H (0.255, -1.634, -0.271)
H (-0.199, 0.370, -1.611)
C (-2.447, -0.185, -0.372)
H (-2.678, -0.728, 0.542)
H (-1.994, -0.873, -1.098)
H (-3.305, 0.291, -0.827)
H (-1.823, 0.654, -0.089)

2S+1	1
electronic energy	-9878.4031	eV
ΔE to the lowest compared entry with this formula, charge and spin	1.658	eV
E_HOMO	-10.002	eV
Kohn-Sham gap	10.47	eV